Entry from the Open Molecules 2025 dataset: a structure of composition C55H42BIN8O2PSn (ωB97M-V/def2-TZVPD).

Computed properties:
**Kohn-Sham gap**: 7.0021 eV
**Largest force on an atom**: 0.0098 hartree/bohr
**Energy above the lowest of the compared OMol25 structures with the same formula, charge and spin**: 0.019 eV
**Total energy**: -3587.9807 Ha
**HOMO**: -0.19317 Eh
**Total charge**: -1

Geometry (Å):
1 C 2.115 3.743 0.602
2 C -0.782 1.415 -1.415
3 C 3.810 -3.386 1.972
4 H 4.849 -3.797 -0.512
5 C -3.016 1.286 6.061
6 C -2.389 1.410 -3.260
7 C 1.569 1.565 -5.197
8 C 3.485 2.758 3.977
9 C 2.781 3.466 3.018
10 C 4.113 1.218 2.275
11 H 4.765 -3.885 1.982
12 Sn 1.216 0.493 -0.547
13 H -5.667 -1.567 5.450
14 C -0.820 -0.513 -2.966
15 C -3.942 0.309 5.896
16 C -3.951 -0.495 4.731
17 N 3.757 -0.559 -1.310
18 H 1.781 -2.326 -2.126
19 C 2.783 2.996 1.708
20 H 6.373 -2.395 -1.682
21 H 0.362 4.487 -4.015
22 C -0.769 -2.491 -4.328
23 H -5.808 -3.048 3.467
24 H -0.641 -3.069 -0.761
25 H 3.490 3.095 5.006
26 H 4.733 1.031 4.320
27 N 3.436 1.890 1.352
28 N 2.107 -2.322 1.046
29 H 6.652 0.132 -2.718
30 O 1.271 7.824 0.842
31 H -1.357 2.306 5.157
32 H -3.001 1.905 6.948
33 C 4.170 1.614 3.604
34 H -3.660 3.125 -3.443
35 C 1.868 -2.446 2.345
36 C -1.430 -3.107 1.234
37 C 0.919 2.790 -5.203
38 H 0.892 5.692 -2.425
39 H -4.698 0.125 6.650
40 H -2.711 4.236 -1.431
41 C -4.958 -1.481 4.636
42 C 1.372 2.980 -2.865
43 C -0.769 -3.661 0.136
44 C 1.202 5.120 -1.562
45 H -0.927 3.164 -0.166
46 C 1.374 5.808 -0.373
47 H 0.493 3.184 -6.118
48 H -3.680 0.687 0.265
49 C -4.542 -2.329 -1.970
50 H 2.224 4.354 3.283
51 C 1.053 7.324 -0.275
52 C 0.397 -2.887 -3.683
53 C -1.328 2.643 -1.032
54 H -3.010 -3.380 -0.910
55 H 3.038 -3.510 -1.328
56 C 2.048 1.092 -3.990
57 H 2.086 5.667 1.611
58 I -0.571 1.468 2.577
59 O 0.625 7.825 -1.331
60 C -1.359 0.801 -2.538
61 N 4.448 -1.714 -1.178
62 P -1.915 -1.344 1.102
63 C -3.222 -1.363 -0.195
64 H 0.100 -6.668 1.416
65 C -2.050 0.752 3.897
66 C -3.535 -2.440 -1.017
67 N 1.920 1.759 -2.845
68 C -5.251 -1.146 -2.107
69 C 5.799 -0.301 -2.225
70 N 3.303 -2.895 0.826
71 C 0.837 3.518 -4.031
72 C -4.941 -0.063 -1.291
73 C -2.872 2.648 -2.873
74 H 4.622 0.325 1.933
75 H -4.776 -3.178 -2.601
76 C 0.887 -2.069 -2.684
77 C 1.868 5.106 0.713
78 H 2.556 0.137 -3.923
79 C -0.956 -5.127 2.471
80 N 0.289 -0.928 -2.339
81 H -1.199 -3.107 -5.108
82 C -1.503 -3.853 2.408
83 H -5.479 0.870 -1.396
84 C 1.442 3.756 -1.597
85 H -1.976 -3.438 3.288
86 H -2.815 0.939 -4.137
87 B 3.893 -3.058 -0.595
88 H -1.004 -5.685 3.398
89 C -3.928 -0.169 -0.355
90 H -4.146 -2.819 1.683
91 C 2.920 -3.113 2.993
92 C 4.565 0.291 -1.942
93 C -2.345 3.265 -1.744
94 H 4.233 1.301 -2.124
95 H 0.274 -5.345 -0.671
96 C -5.036 -2.294 3.550
97 C -2.983 -0.321 3.685
98 C -0.243 -4.940 0.190
99 H 1.684 0.978 -6.097
100 C -1.381 -1.306 -3.970
101 C 5.671 -1.578 -1.714
102 H 3.011 -3.368 4.035
103 H -2.293 -1.000 -4.461
104 C -3.068 -1.222 2.566
105 H 0.956 -2.047 2.766
106 N 1.840 3.070 -0.524
107 C -2.075 1.507 5.041
108 C -0.334 -5.678 1.362
109 C -4.084 -2.151 2.533
110 H -6.038 -1.065 -2.846
111 H 0.907 -3.806 -3.934

Atom charges from the Löwdin analysis, given in e for atoms 1 to 4:
1 C -0.209
2 C -0.272
3 C -0.121
4 H 0.064

=====

Entry from the Open Molecules 2025 dataset: a structure of composition C55H43ClN6P2Rb (ωB97M-V/def2-TZVPD).

Computed properties:
**Kohn-Sham gap**: 3.9665 eV
**Largest force on an atom**: 0.0121 hartree/bohr
**Energy above the lowest of the compared OMol25 structures with the same formula, charge and spin**: 0.519 eV
**Total energy**: -3617.2846 Ha
**HOMO**: -0.07929 Eh
**Total charge**: -1

Geometry (Å):
1 C -2.797 6.098 -2.953
2 C 2.068 -0.944 3.689
3 C -3.279 -4.084 2.797
4 C -2.565 -3.837 -0.832
5 H -2.582 -4.426 -1.741
6 H -0.658 3.747 -4.117
7 H 4.193 3.259 -5.804
8 C -1.694 0.647 -3.918
9 C -2.584 -0.148 -4.625
10 H 0.011 -0.755 -2.056
11 H 3.260 0.711 2.999
12 C -3.080 5.549 -1.710
13 H -1.944 3.532 6.317
14 C 0.786 2.926 2.411
15 H -2.360 -0.433 -5.646
16 C 4.218 -4.588 -1.662
17 H -2.674 3.946 -0.339
18 H -1.692 5.873 -4.781
19 C -2.489 -2.208 1.403
20 C 0.073 3.772 4.510
21 C -1.051 1.945 3.400
22 C -2.061 0.888 3.368
23 P -0.909 2.110 -1.584
24 C 3.292 2.258 -2.690
25 H -0.056 -3.452 1.132
26 H 0.159 4.448 5.354
27 C -2.427 -1.325 2.572
28 C 0.978 -5.028 0.097
29 C 1.757 -2.349 3.654
30 H 3.607 -0.916 2.170
31 H 0.006 -2.962 -3.111
32 C -0.999 2.850 4.487
33 H -2.609 -1.377 4.706
34 H -3.261 7.029 -3.253
35 C -2.925 -3.557 1.539
36 C 5.282 3.695 -4.002
37 C 0.902 -1.093 -2.575
38 H -3.604 -5.113 2.880
39 H 2.295 -6.339 -0.991
40 C -1.999 2.834 5.491
41 C 2.030 -0.275 -2.640
42 H -3.353 -3.666 4.882
43 C 2.114 -5.336 -0.627
44 H -3.880 0.285 4.298
45 C -3.763 -0.578 -4.023
46 C -2.960 -4.350 0.367
47 H 0.232 -5.776 0.328
48 C -1.321 4.257 -3.426
49 C 3.005 -0.334 2.860
50 C -2.742 -1.938 3.795
51 C -1.969 1.003 -2.601
52 C -1.914 5.452 -3.809
53 C 0.415 -0.804 5.524
54 H 0.850 3.057 -2.730
55 N 5.153 -4.791 -2.298
56 C 2.036 -2.820 -3.801
57 H 6.057 4.251 -4.514
58 C 0.871 -2.939 4.539
59 H -3.316 0.763 -0.945
60 N -0.168 2.035 2.368
61 N -1.972 -0.064 2.398
62 C -4.038 -0.231 -2.709
63 H 4.076 -0.168 -3.304
64 N -2.079 -1.726 0.194
65 H 0.702 -4.010 4.503
66 H 4.084 -2.415 -4.298
67 H -1.800 -2.060 -1.803
68 H 3.469 -2.237 -0.609
69 C -3.134 0.546 -1.993
70 C 0.896 -2.347 -3.168
71 C 0.977 3.810 3.490
72 C 4.233 3.139 -4.729
73 Cl -0.846 -2.949 6.684
74 C -2.119 -2.501 -0.861
75 H 1.448 0.868 4.718
76 H -0.126 -0.198 6.245
77 C 2.772 -3.044 -0.411
78 C 3.182 -2.037 -3.833
79 H -4.458 -1.199 -4.575
80 H -4.937 -0.591 -2.224
81 N 1.681 -2.746 0.281
82 C 3.029 -4.326 -0.880
83 H 4.378 2.694 -0.896
84 H -3.824 1.939 6.101
85 C 0.809 -3.721 0.533
86 H 2.041 -3.807 -4.249
87 H 6.153 3.966 -2.061
88 C -2.474 4.361 -1.321
89 H 1.452 2.967 1.550
90 C -3.153 -3.269 3.894
91 H -0.767 0.976 -4.375
92 N 0.596 2.104 -2.490
93 C -1.596 3.703 -2.178
94 P 2.012 1.346 -1.767
95 C 1.300 -0.206 4.658
96 H 1.808 4.504 3.489
97 Rb 0.365 -0.171 0.878
98 H -3.760 6.051 -1.034
99 C -3.025 1.940 5.367
100 C 3.177 -0.772 -3.261
101 C 4.340 2.821 -1.972
102 H 2.298 -2.977 2.955
103 H -3.302 -5.377 0.448
104 C 5.338 3.536 -2.628
105 C -3.063 0.992 4.331
106 C 0.210 -2.181 5.493
107 C 3.244 2.420 -4.077
108 H 2.432 1.971 -4.638

Atom charges from the Löwdin analysis, given in e for atoms 1 to 4:
1 C -0.096
2 C -0.416
3 C -0.083
4 C -0.075

=====

Entry from the Open Molecules 2025 dataset: a structure of composition C55H45CuF6N4O6 at a distorted geometry (ωB97M-V/def2-TZVPD).

Computed properties:
**Kohn-Sham gap**: 3.3546 eV
**Largest force on an atom**: 0.0656 hartree/bohr
**Total energy**: -5032.8688 Ha
**HOMO**: -0.01136 Eh
**Total charge**: -2

Geometry (Å):
1 C -5.105 3.897 4.331
2 C 0.212 -5.028 -0.869
3 H -6.042 4.469 4.254
4 H -1.692 3.045 -0.240
5 Cu 0.262 1.787 1.938
6 C 2.024 3.791 3.345
7 C 2.330 2.734 -4.032
8 O 5.210 -4.287 -9.152
9 H 4.058 3.192 3.006
10 C 3.289 -0.175 3.910
11 C 3.432 3.429 3.861
12 N 0.831 2.837 -1.687
13 C -3.415 2.211 0.723
14 C 1.594 -3.428 0.612
15 H 3.871 -5.465 -7.009
16 C 2.513 -0.036 2.756
17 C 4.612 -3.724 -8.043
18 C 1.759 1.551 -3.491
19 H -4.848 3.769 2.193
20 H 2.491 -3.358 1.240
21 C 1.513 -1.010 2.487
22 H 0.330 -6.047 -1.247
23 C 1.253 -4.649 0.067
24 H -6.344 -0.959 2.187
25 C 3.804 -4.366 -7.106
26 H -1.722 -2.243 -1.510
27 H -6.425 1.584 -0.800
28 C 0.866 -0.840 -2.030
29 C 2.090 -2.145 4.562
30 C 1.983 0.240 -3.986
31 C -0.879 -1.373 1.400
32 H 1.734 -2.930 -3.934
33 H -2.303 -0.126 0.215
34 F 1.193 4.467 5.644
35 C -2.610 0.382 2.267
36 C 1.947 5.369 2.758
37 H -1.001 -3.504 1.012
38 C 0.907 3.777 4.533
39 H -5.098 -2.343 3.893
40 C 5.331 -5.712 -9.265
41 C 0.819 -2.227 0.270
42 C -2.193 -0.594 1.192
43 C -4.784 2.674 -1.723
44 H 3.317 2.545 4.529
45 C -3.456 3.079 -1.523
46 F 3.147 5.563 2.083
47 H 4.043 0.583 4.078
48 H 4.438 -6.120 -9.726
49 H 6.155 -5.923 -9.913
50 H -4.019 -3.387 3.042
51 H -1.480 -4.621 -2.088
52 N 0.891 0.375 0.746
53 O -1.399 2.576 2.072
54 H -2.073 0.215 3.209
55 C 1.022 1.643 -2.296
56 C -3.406 2.559 3.248
57 H 1.866 -5.511 0.357
58 H 4.235 -0.522 -6.991
59 O 1.621 2.985 2.373
60 C -2.849 2.306 4.505
61 H -5.577 -1.029 0.510
62 H 1.260 -2.836 -1.802
63 H 5.417 -1.925 -8.786
64 F 1.891 6.289 3.733
65 H -3.346 -2.056 4.053
66 C 0.651 -0.933 1.235
67 N 2.009 -1.951 -3.990
68 O -3.966 -0.025 2.634
69 O -3.224 -1.658 1.215
70 C 3.054 -3.614 -6.224
71 C 0.592 -2.129 -1.298
72 H 2.320 -4.087 -5.575
73 H 3.853 4.303 4.467
74 H -5.875 -2.538 1.505
75 H 2.650 0.823 2.103
76 C -3.422 2.823 5.678
77 O -0.022 0.679 -0.389
78 H -3.028 2.542 6.631
79 C -2.740 2.795 -0.361
80 H 2.893 2.573 -4.965
81 C 1.365 -2.096 3.378
82 H 1.827 -2.890 5.310
83 H 0.632 -2.867 3.174
84 F 0.939 5.552 1.916
85 C -4.586 3.596 5.607
86 C -4.506 3.410 3.173
87 C 1.366 3.909 -2.222
88 C -4.234 -1.350 2.189
89 C -5.398 1.973 -0.681
90 C -0.686 -2.594 0.463
91 F 0.739 2.434 4.845
92 C 2.613 -1.458 -5.129
93 H 3.708 -1.258 5.693
94 C 3.212 -2.250 -6.161
95 H -1.876 1.798 4.622
96 H -3.032 3.725 -2.280
97 H 1.215 4.826 -1.690
98 C -4.134 -2.320 3.363
99 H -0.882 -1.758 2.448
100 C 4.100 -1.604 -7.057
101 H 2.633 4.858 -3.666
102 F -0.255 4.186 3.991
103 H -5.296 2.814 -2.679
104 C 0.627 0.473 -1.570
105 C 4.756 -2.310 -8.000
106 H -5.092 3.944 6.488
107 C -5.577 -1.473 1.537
108 C 2.154 3.912 -3.376
109 H 5.493 -6.189 -8.295
110 C -4.748 1.802 0.561
111 H -5.322 1.316 1.338
112 C 3.087 -1.176 4.828
113 C -0.773 -4.223 -1.335
114 C 1.544 -0.879 -3.233
115 C -0.833 -2.725 -1.078
116 N 2.650 -0.100 -5.106
117 C -2.671 1.965 2.024

Atom charges from the Löwdin analysis, given in e for atoms 1 to 4:
1 C -0.108
2 C -0.133
3 H 0.087
4 H 0.105

=====

Entry from the Open Molecules 2025 dataset: a structure of composition C55H46ClO5P3PbS3SbSi at a distorted geometry (ωB97M-V/def2-TZVPD).

Computed properties:
**Kohn-Sham gap (spin up / spin down)**: 5.8985 / 7.1498 eV
**Largest force on an atom**: 0.0736 hartree/bohr
**Energy above the lowest of the compared OMol25 structures with the same formula, charge and spin**: 0.705 eV
**Total energy**: -5900.9408 Ha
**HOMO (spin up / spin down)**: -0.23324 / -0.28205 Eh
**Multiplicity**: 2
**⟨S²⟩**: 0.752
**Total charge**: 0

Geometry (Å):
1 C 15.538 11.663 17.285
2 C 8.558 9.648 15.358
3 C 10.052 8.028 12.810
4 C 8.061 14.887 13.530
5 C 8.348 8.512 11.194
6 H 10.412 17.153 18.219
7 H 10.392 16.211 9.720
8 C 17.645 10.014 17.926
9 P 14.367 12.961 16.752
10 C 9.306 9.302 10.468
11 H 11.689 16.191 14.239
12 H 7.952 14.514 9.713
13 H 17.230 17.578 15.200
14 C 10.573 9.534 10.975
15 C 10.941 8.903 12.176
16 C 11.156 16.734 16.271
17 H 8.032 8.768 15.808
18 S 16.333 11.122 12.892
19 H 9.013 9.732 9.487
20 C 9.877 9.950 15.652
21 C 7.823 10.427 14.484
22 C 15.248 10.516 8.374
23 H 13.932 14.862 14.830
24 H 11.650 17.700 16.232
25 H 9.711 13.144 16.680
26 C 13.346 14.248 19.029
27 H 9.637 10.856 5.952
28 H 7.777 12.144 13.337
29 H 15.994 11.270 15.249
30 H 10.562 13.584 20.937
31 C 17.160 15.985 16.587
32 C 17.303 10.170 16.599
33 C 9.703 11.974 14.297
34 C 10.051 14.182 16.570
35 H 5.984 15.496 13.303
36 C 16.932 10.675 18.923
37 C 13.667 8.936 10.073
38 C 9.955 11.474 6.723
39 S 14.159 13.827 11.619
40 C 16.465 14.882 17.089
41 H 13.558 11.844 8.498
42 O 12.591 7.861 14.961
43 C 11.294 12.414 19.314
44 S 17.208 12.937 13.653
45 C 10.473 16.379 17.429
46 H 8.137 7.077 12.860
47 C 15.870 11.504 18.606
48 Cl 13.530 8.662 15.852
49 H 11.308 11.645 15.692
50 H 15.829 11.168 7.695
51 Pb 13.435 11.638 13.163
52 C 11.292 15.884 10.158
53 Si 10.860 14.078 10.552
54 H 11.520 16.530 10.994
55 C 9.213 14.349 12.869
56 C 12.235 12.248 18.285
57 C 10.415 11.163 15.232
58 C 8.399 11.598 13.954
59 C 6.970 15.132 11.403
60 C 13.979 10.931 8.813
61 C 14.924 8.554 9.657
62 C 12.403 14.419 20.069
63 C 9.995 15.101 17.617
64 H 18.543 9.405 18.193
65 H 13.159 8.246 10.659
66 C 14.796 15.205 15.334
67 C 15.763 9.354 8.907
68 C 13.150 10.135 9.588
69 C 15.475 16.318 14.830
70 H 6.775 10.235 14.249
71 H 5.944 15.295 10.978
72 C 10.541 13.066 8.962
73 H 9.928 14.678 7.736
74 H 15.372 12.031 19.419
75 C 9.225 14.313 11.449
76 O 12.823 9.180 17.030
77 H 18.148 16.113 16.988
78 H 12.507 15.303 20.707
79 H 15.067 16.765 13.887
80 H 17.343 10.562 19.954
81 C 10.785 11.663 8.983
82 H 12.204 11.294 17.681
83 O 13.693 12.612 15.483
84 H 9.535 13.288 5.704
85 H 10.726 9.774 7.893
86 C 16.651 16.708 15.487
87 C 9.830 12.862 6.639
88 Sb 16.423 13.187 11.449
89 C 10.533 10.881 7.852
90 H 7.414 8.450 10.712
91 C 10.039 13.630 7.790
92 H 12.241 8.820 13.648
93 C 16.329 11.092 16.279
94 P 11.671 10.821 10.358
95 H 10.356 9.308 16.432
96 H 16.868 14.256 17.874
97 H 12.122 15.835 9.424
98 C 8.070 14.735 10.746
99 H 14.099 15.003 18.912
100 H 9.486 14.934 18.566
101 H 15.297 7.558 9.980
102 H 16.764 9.149 8.591
103 C 11.333 13.494 20.167
104 H 10.333 7.646 13.748
105 C 13.225 13.213 18.109
106 H 8.046 14.937 14.584
107 O 12.130 9.231 12.750
108 C 6.951 15.214 12.837
109 C 8.758 7.778 12.299
110 P 10.527 13.521 13.802
111 C 10.529 14.564 15.319
112 C 11.152 15.821 15.190
113 H 17.820 9.646 15.793
114 C 15.260 14.481 16.446
115 O 13.940 9.814 15.000
116 H 10.499 11.700 19.498

Atom charges from the Löwdin analysis, given in e for atoms 1 to 4:
1 C -0.254
2 C -0.107
3 C -0.009
4 C -0.096